Record 1
ORCA calculation (ωB97M-V/def2-TZVPD) on C49H76CsN7OPSSi4 as an isolated structure in a non-equilibrium geometry.

- E_HOMO (Eh) = -0.12148
- calculated total energy (eV) = -116715.303
- Kohn-Sham gap (eV) = 4.8
- LUMO energy (eV) = 1.5
- charge = -1

CARTESIAN COORDINATES (ANGSTROEM)
Cs1 -1.00 -0.47 0.15
S1 -3.38 -4.64 3.63
P1 -1.06 2.06 -2.82
Si1 2.23 -1.31 3.79
Si2 3.13 1.30 2.29
Si3 3.69 -1.57 1.05
Si4 -2.42 0.82 4.10
O1 -1.09 0.99 -1.81
N1 -2.40 3.03 -2.83
N2 -2.41 -4.27 1.27
N3 -1.02 1.47 -4.39
N4 0.25 3.06 -2.67
N5 -1.42 -2.62 -1.69
N6 -1.97 1.49 2.62
N7 2.44 -1.04 -1.37
C1 -1.08 -6.24 4.04
C2 -1.13 3.13 1.10
C3 1.57 2.33 2.62
C4 -4.28 0.81 4.53
C5 1.44 -0.10 5.01
C6 -3.40 -3.96 2.03
C7 -1.35 5.50 1.52
C8 -3.09 3.52 -4.01
C9 -2.25 -4.38 -3.38
C10 -0.96 -0.34 -5.95
C11 -0.35 -5.61 1.38
C12 3.64 -0.96 -0.77
C13 -4.41 4.09 -2.08
C14 -1.88 -5.42 3.24
C15 -3.96 4.64 -3.44
C16 4.36 1.87 3.64
C17 1.75 4.80 -2.99
C18 0.26 4.45 -3.09
C19 -0.37 0.93 -6.56
C20 -1.96 -1.02 4.01
C21 -2.27 3.89 3.07
C22 -1.56 0.11 -4.61
C23 2.85 -0.51 2.26
C24 -2.14 -5.75 -3.10
C25 -1.78 -3.41 -2.44
C26 3.62 -2.22 4.75
C27 -3.21 -6.25 -5.19
C28 -2.04 5.19 2.70
C29 5.56 -1.89 1.36
C30 3.90 1.94 0.67
C31 -2.83 -3.96 -4.58
C32 0.07 1.72 -5.33
C33 2.16 4.08 -1.71
C34 4.75 -0.48 -1.47
C35 -1.54 1.51 5.64
C36 2.94 -3.31 0.86
C37 -0.90 4.44 0.74
C38 -1.52 -5.10 1.92
C39 -3.32 3.08 -1.67
C40 4.63 -0.09 -2.79
C41 -2.63 -6.67 -4.01
C42 -3.31 -4.89 -5.47
C43 0.91 -2.66 3.52
C44 2.32 -0.66 -2.64
C45 0.08 -6.74 3.48
C46 -1.81 2.78 2.30
C47 0.44 -6.43 2.16
C48 1.38 2.76 -1.77
C49 3.38 -0.18 -3.40
H1 0.14 -2.63 4.30
H2 -2.89 -2.90 -4.78
H3 -2.82 3.67 3.98
H4 -3.71 2.74 -4.48
H5 -0.06 -5.34 0.37
H6 0.66 1.76 2.40
H7 -0.51 1.77 5.39
H8 2.28 4.39 -3.85
H9 -0.17 -1.07 -5.77
H10 3.27 -2.64 5.70
H11 -1.15 6.53 1.24
H12 -0.32 5.08 -2.40
H13 4.91 1.54 0.53
H14 -4.50 4.88 -1.34
H15 -1.69 -6.06 -2.17
H16 3.23 3.91 -1.63
H17 -2.02 2.42 6.02
H18 -2.55 -7.73 -3.79
H19 -3.36 5.54 -3.31
H20 -3.76 -4.56 -6.40
H21 -1.15 1.49 -7.09
H22 1.92 5.88 -2.95
H23 -4.48 0.20 5.42
H24 0.74 0.56 4.50
H25 1.92 -3.23 0.47
H26 6.11 -0.95 1.44
H27 5.48 0.29 -3.34
H28 0.40 -2.53 2.55
H29 -1.29 -0.57 -3.80
H30 -0.89 -1.15 3.79
H31 0.74 -7.35 4.08
H32 1.37 -6.83 1.76
H33 5.33 1.36 3.54
H34 1.33 -0.76 -3.07
H35 1.99 1.96 -2.17
H36 3.96 1.63 4.63
H37 -1.71 -0.81 -6.60
H38 3.52 -3.92 0.16
H39 -0.76 2.33 0.47
H40 -3.60 -6.97 -5.89
H41 1.53 3.25 2.02
H42 1.04 1.34 -4.97
H43 0.18 2.78 -5.52
H44 3.24 0.11 -4.43
H45 2.19 0.53 5.51
H46 -4.85 0.38 3.70
H47 5.68 -2.41 2.32
H48 -3.76 2.09 -1.47
H49 -4.22 -3.32 1.73
H50 -0.36 4.65 -0.19
H51 0.88 -0.63 5.79
H52 1.52 2.63 3.67
H53 1.04 2.45 -0.78
H54 -0.15 4.58 -4.09
H55 -4.80 4.87 -4.10
H56 4.01 -3.04 4.14
H57 2.91 -3.83 1.82
H58 5.71 -0.41 -0.96
H59 4.45 -1.54 4.96
H60 -2.38 3.87 -4.76
H61 -2.78 3.38 -0.78
H62 -2.17 -1.53 4.95
H63 -2.40 6.00 3.33
H64 -2.66 0.16 -4.65
H65 -4.68 1.81 4.72
H66 -5.37 3.59 -2.16
H67 1.34 -3.67 3.52
H68 -1.51 0.79 6.46
H69 4.54 2.95 3.61
H70 0.45 0.74 -7.25
H71 1.84 4.66 -0.84
H72 -1.35 -6.45 5.06
H73 6.03 -2.50 0.58
H74 3.97 3.04 0.66
H75 3.30 1.64 -0.19
H76 -2.53 -1.52 3.22

---

Record 2
ORCA calculation (ωB97M-V/def2-TZVPD) on an isolated ion of composition C8H17N4O4 and charge -1 in a non-equilibrium geometry.

- E_HOMO (Eh) = -0.12398
- calculated total energy (eV) = -22722.835
- structure (SMILES) = NC(N)(N)C[C@H](NCCCC(=O)O)C(=O)[O-]
- Kohn-Sham gap (eV) = 6.0
- LUMO energy (eV) = 2.6
- charge = -1

CARTESIAN COORDINATES (ANGSTROEM)
O1 2.15 1.37 -3.95
O2 2.53 0.79 -1.82
O3 2.75 0.54 2.29
O4 2.06 2.49 1.56
N1 1.18 -0.82 0.57
N2 -2.13 1.48 0.63
N3 -2.20 -0.92 1.13
N4 -2.71 0.66 2.86
C1 1.02 -0.68 -2.97
C2 0.41 -1.42 -0.53
C3 0.68 0.51 0.98
C4 -0.39 0.44 2.13
C5 1.92 1.26 1.64
C6 1.98 0.55 -2.83
C7 -1.88 0.46 1.64
C8 1.26 -1.73 -1.83
H1 1.22 -1.12 -3.98
H2 -2.94 -1.28 1.72
H3 -2.59 -0.90 0.18
H4 -3.70 0.70 2.63
H5 -0.24 1.40 2.71
H6 -0.03 -0.32 -2.97
H7 2.14 -0.70 0.26
H8 -0.18 -0.38 2.85
H9 2.33 -1.84 -1.57
H10 -0.48 -0.83 -0.84
H11 0.93 -2.70 -2.26
H12 0.02 -2.41 -0.18
H13 -2.29 2.39 1.05
H14 2.26 0.78 -4.72
H15 -2.89 1.21 0.00
H16 -2.53 -0.11 3.51
H17 0.35 1.14 0.13

---

Record 3
ORCA calculation (ωB97M-V/def2-TZVPD) on an isolated molecule of C5H8O in a non-equilibrium geometry.

- E_HOMO (Eh) = -0.36149
- calculated total energy (eV) = -7360.390
- structure (SMILES) = C=CCCC=O
- Kohn-Sham gap (eV) = 10.8
- LUMO energy (eV) = 1.0

CARTESIAN COORDINATES (ANGSTROEM)
O1 -0.78 -2.69 2.23
C1 -0.13 1.15 -0.76
C2 -0.18 -2.11 1.37
C3 -0.63 -0.70 0.74
C4 0.45 1.97 -1.60
C5 0.49 0.03 0.00
H1 1.34 0.47 0.53
H2 -1.12 1.35 -0.43
H3 1.49 1.80 -1.84
H4 0.93 -0.60 -0.69
H5 -1.14 -0.10 1.58
H6 0.76 -2.57 0.76
H7 -1.42 -0.91 0.02
H8 -0.07 2.89 -1.90